(1)
Here is a 4-piece molecular cluster, C39H88BrClN6O8P2S2 overall in a non-equilibrium geometry from the Open Molecules 2025 dataset. Energies are from the ωB97M-V functional and the def2-TZVPD basis.

Results
highest occupied orbital energy = -7.893 eV
net charge = 0
electronic energy = -6982.39616 a.u.
structure (SMILES) = CCCCNN(COC)[C@](Br)(CCOC(C)=O)[C@](CCCCNC(C)=O)(O[C@@](C)([PH2]=S)S(C)(=O)=O)P(O)Cl.CCN(CC)CC.CCN(CC)CC.CCN(CC)CC
Kohn-Sham gap = 0.29644 Ha
LUMO = 0.0064 Eh

Atoms and positions in Å:
C: -4.6644 5.6257 -2.2036
C: -4.5142 4.1312 -1.8607
C: -3.8693 3.8589 -0.4816
C: -2.8791 2.6991 -0.5591
N: -2.3381 2.4216 0.7655
N: -0.9318 2.3140 0.8191
C: -0.2855 3.6174 0.8831
O: 0.0478 4.0818 -0.4217
C: -0.5535 5.3088 -0.8027
C: -0.5415 1.3301 1.8386
Br: -1.7731 -0.2471 1.4345
C: -0.9073 1.6247 3.2998
C: -0.6385 3.0316 3.8513
O: -0.7067 3.0841 5.2866
C: -1.9013 2.7114 5.7816
C: -1.8502 2.0435 7.1378
O: -2.9400 2.9043 5.2538
C: 0.8887 0.6328 1.5949
C: 1.1377 0.5159 0.0993
C: 1.8971 1.6723 -0.5843
C: 1.5377 1.7806 -2.0768
C: 2.7890 2.3064 -2.7952
N: 3.1455 3.6561 -2.3316
C: 4.2387 3.7064 -1.4745
C: 4.1057 4.6384 -0.2763
O: 5.2338 3.0708 -1.6107
O: 0.8288 -0.5694 2.3898
C: 1.3996 -1.7638 2.0106
C: 1.1131 -2.7094 3.2060
P: 0.5916 -2.7437 0.5546
S: -0.9471 -3.8300 1.0609
S: 3.2319 -1.8963 1.8308
C: 4.1492 -1.3547 3.2833
O: 3.7557 -1.3253 0.6076
O: 3.4588 -3.3193 1.8109
P: 2.1309 1.8069 2.4633
O: 3.5992 1.5380 1.7931
Cl: 2.2983 1.0925 4.4372
H: -5.6975 5.9353 -2.0570
H: -4.4578 5.8066 -3.2564
H: -4.0101 6.2684 -1.6171
H: -3.9121 3.6726 -2.6468
H: -5.4859 3.6447 -1.8750
H: -3.3818 4.7779 -0.1521
H: -4.6587 3.6244 0.2333
H: -3.4809 1.8351 -0.8709
H: -2.1222 2.8379 -1.3271
H: -2.7060 3.0397 1.4830
H: 0.6243 3.6511 1.4839
H: -0.9811 4.3310 1.3407
H: 0.1330 5.7878 -1.5032
H: -1.4624 5.1297 -1.3791
H: -0.7002 6.0178 0.0122
H: -0.4779 0.9049 3.9951
H: -1.9765 1.4679 3.3957
H: 0.3008 3.4916 3.5652
H: -1.4262 3.6969 3.4849
H: -2.4905 2.6456 7.7774
H: -0.8441 1.9659 7.5338
H: -2.3329 1.0752 7.0577
H: 1.6878 -0.3780 -0.1834
H: 0.1946 0.4183 -0.4357
H: 1.8447 2.6317 -0.0767
H: 2.9519 1.3954 -0.5797
H: 1.2918 0.8048 -2.4913
H: 0.7486 2.5095 -2.2533
H: 3.5918 1.5866 -2.6519
H: 2.6203 2.3578 -3.8725
H: 2.3690 4.0564 -1.8137
H: 4.5359 4.1758 0.6037
H: 3.0651 4.8760 -0.0315
H: 4.6187 5.5816 -0.4585
H: 1.2642 -3.7481 2.9488
H: 1.7032 -2.4117 4.0696
H: 0.0769 -2.5565 3.4889
H: 1.5921 -3.5485 -0.0289
H: 0.1794 -1.8629 -0.4589
H: 4.3070 -0.2825 3.3223
H: 3.7348 -1.7558 4.1995
H: 5.1204 -1.8215 3.1326
H: 3.7484 0.6338 1.4552
C: -1.2791 -4.3658 -2.7724
C: -1.1178 -5.8784 -2.8011
N: -2.3692 -6.5941 -2.6455
C: -2.1920 -8.0107 -2.3764
C: -1.5410 -8.8759 -3.4616
C: -3.4128 -6.2570 -3.5975
C: -3.1095 -6.4303 -5.0909
H: -1.8009 -4.0487 -1.8687
H: -0.2951 -3.8909 -2.7784
H: -1.8250 -3.9917 -3.6408
H: -0.4612 -6.1528 -1.9702
H: -0.5879 -6.1618 -3.7245
H: -3.1618 -8.4434 -2.1140
H: -1.5881 -8.0998 -1.4670
H: -2.2201 -9.0676 -4.2915
H: -1.2730 -9.8480 -3.0409
H: -0.6267 -8.4294 -3.8540
H: -3.7001 -5.2152 -3.4294
H: -4.3117 -6.8275 -3.3493
H: -2.1330 -6.0282 -5.3651
H: -3.8565 -5.8928 -5.6796
H: -3.1529 -7.4737 -5.3995
C: -1.5230 -11.7394 3.4813
C: -1.1810 -10.3509 2.9598
N: 0.1832 -9.9491 3.2450
C: 0.4271 -8.5340 3.0156
C: 0.3027 -8.0044 1.5837
C: 1.2192 -10.8521 2.7748
C: 1.2685 -11.1739 1.2761
H: -1.3065 -11.8203 4.5477
H: -2.5866 -11.9356 3.3373
H: -0.9738 -12.5216 2.9551
H: -1.8548 -9.6411 3.4475
H: -1.4115 -10.3100 1.8837
H: 1.4184 -8.2795 3.4017
H: -0.2722 -7.9726 3.6442
H: 1.1495 -8.3026 0.9660
H: 0.2899 -6.9117 1.5973
H: -0.6178 -8.3317 1.0984
H: 1.1195 -11.7950 3.3200
H: 2.1919 -10.4625 3.0863
H: 0.2827 -11.4033 0.8683
H: 1.8975 -12.0521 1.1122
H: 1.7017 -10.3604 0.6965
C: -1.0302 10.4779 -1.5982
C: 0.4641 10.2050 -1.5024
N: 0.9116 9.1419 -2.3824
C: 2.2595 8.6796 -2.0903
C: 3.4174 9.6650 -2.2796
C: 0.5974 9.3085 -3.7921
C: 1.1112 10.5673 -4.5005
H: -1.6056 9.5651 -1.4336
H: -1.3224 11.2024 -0.8368
H: -1.3095 10.8940 -2.5671
H: 0.6783 9.9082 -0.4716
H: 1.0080 11.1462 -1.6752
H: 2.4601 7.7814 -2.6820
H: 2.2731 8.3404 -1.0484
H: 3.6469 9.8255 -3.3319
H: 4.3203 9.2598 -1.8173
H: 3.2198 10.6307 -1.8133
H: -0.4903 9.2788 -3.9021
H: 0.9474 8.4272 -4.3361
H: 0.9423 11.4717 -3.9141
H: 0.5824 10.6939 -5.4476
H: 2.1721 10.5008 -4.7357

Cartesian forces (eV/Å) of the 6 atoms listed first:
C -0.5 -0.3 -0.2
C 0.3 0.3 0.2
C 0.0 0.2 -0.9
C -1.2 -0.2 0.5
N 0.5 0.3 -0.2
N 0.2 0.1 0.9

(2)
Here is the molecule C14H11N3O5 in a non-equilibrium geometry from the Open Molecules 2025 dataset. Energies are from the ωB97M-V functional and the def2-TZVPD basis.

Results
highest occupied orbital energy = -9.064 eV
net charge = 0
electronic energy = -1080.35487 a.u.
structure (SMILES) = O=C(O)c1ccc(/N=N/C=C/Cc2ccc([N+](=O)[O-])o2)cc1
Kohn-Sham gap = 0.29630 Ha
relative energy (zero: lowest compared OMol25 entry of this formula, charge and spin) = 151.0 kcal per mole
LUMO = -0.0368 Eh

Atoms and positions in Å:
O: -3.4205 -5.2302 -3.3403
C: -3.6851 -4.0487 -3.3816
O: -4.5387 -3.5713 -4.2573
C: -3.0785 -3.0613 -2.4489
C: -2.1660 -3.5045 -1.5036
C: -1.5104 -2.5883 -0.6940
C: -1.7260 -1.1832 -0.7342
N: -1.1086 -0.2810 0.1619
N: -0.3819 -0.6996 1.0939
C: 0.3398 0.3698 1.6473
C: 1.1872 0.0842 2.6418
C: 2.3697 0.8385 3.1119
C: 2.7938 1.9860 2.2867
C: 3.9726 2.1282 1.6461
C: 3.9047 3.4074 0.8856
C: 2.7593 3.9862 1.2699
N: 2.2768 5.2070 0.7303
O: 1.3215 5.7241 1.3711
O: 2.7372 5.6627 -0.3386
O: 2.1011 3.1876 2.1665
C: -2.6254 -0.7871 -1.7377
C: -3.2496 -1.7326 -2.5699
H: -4.8831 -4.3966 -4.6153
H: -2.1275 -4.5413 -1.3636
H: -0.8271 -2.8282 0.1020
H: 0.2621 1.3830 1.2607
H: 1.0661 -0.8208 3.1486
H: 3.1905 0.0917 3.0678
H: 2.2228 1.1282 4.1326
H: 4.8779 1.5145 1.5386
H: 4.5935 3.7431 0.1743
H: -2.7535 0.1802 -2.0239
H: -3.8945 -1.3476 -3.4287

Cartesian forces (eV/Å) of the 6 atoms listed first:
O -0.1 0.1 0.1
C 1.2 -0.7 1.4
O -0.7 0.5 -0.4
C 0.6 -1.0 -0.2
C -0.1 1.2 0.8
C 0.1 0.8 0.8

(3)
Here is C38H36N3O5P2S2Tc as an isolated structure from the Open Molecules 2025 dataset. Energies are from the ωB97M-V functional and the def2-TZVPD basis.

Results
highest occupied orbital energy (alpha / beta) = -7.090 / -7.004 eV
net charge = 0
electronic energy = -3570.05052 a.u.
⟨S²⟩ = 2.017
Kohn-Sham gap (alpha / beta) = 0.27738 / 0.24507 Ha
relative energy (zero: lowest compared OMol25 entry of this formula, charge and spin) = 0.0 kcal per mole
multiplicity = 3
LUMO (alpha / beta) = 0.0168 / -0.0123 Eh

Atoms and positions in Å:
Tc: 0.1968 0.1208 0.0362
C: -1.0869 0.7684 -4.0047
C: -1.2251 0.4709 -2.5385
O: -0.1002 0.2620 -1.9183
C: -2.4584 0.4564 -1.9485
C: -2.7482 0.2996 -0.5632
C: -4.1850 0.2998 -0.1246
N: -1.8155 0.1750 0.3431
N: -2.2286 0.0650 1.6768
C: -1.2075 -0.1178 2.4507
O: 0.0277 -0.2236 2.0138
C: -1.4191 -0.2423 3.9118
C: -0.3187 -0.4281 4.7426
C: -0.4954 -0.5464 6.1136
C: -1.7692 -0.4771 6.6595
C: -2.8695 -0.2859 5.8313
C: -2.6974 -0.1679 4.4617
H: -0.1302 0.3952 -4.3698
H: -1.1152 1.8516 -4.1518
H: -1.8999 0.3179 -4.5732
H: -3.3061 0.6144 -2.6015
H: -4.8460 0.2955 -0.9892
H: -4.3873 1.1830 0.4839
H: -4.3860 -0.5659 0.5052
H: 0.6672 -0.4612 4.2970
H: 0.3631 -0.6865 6.7586
H: -1.9064 -0.5685 7.7301
H: -3.8638 -0.2249 6.2568
H: -3.5414 -0.0142 3.8024
N: 2.1433 -2.0646 -0.8967
P: 2.5118 -0.4265 -0.6303
C: 2.9554 0.2381 -2.2753
C: 3.6259 -0.5424 -3.2129
C: 3.9087 -0.0361 -4.4719
C: 3.5359 1.2632 -4.7978
C: 2.8896 2.0544 -3.8598
C: 2.5932 1.5409 -2.6040
C: 4.1650 -0.5004 0.1275
C: 4.6825 -1.6704 0.6659
C: 5.9664 -1.6820 1.2022
C: 6.7256 -0.5238 1.2155
C: 6.2015 0.6560 0.6962
C: 4.9289 0.6675 0.1567
P: 0.5315 -2.4484 -0.5001
C: 0.6991 -4.1674 0.0898
C: 1.3305 -5.1350 -0.6910
C: 1.4340 -6.4381 -0.2340
C: 0.8936 -6.7886 0.9997
C: 0.2562 -5.8336 1.7757
C: 0.1625 -4.5223 1.3234
C: -0.3094 -2.7583 -2.0934
C: 0.3338 -2.7019 -3.3237
C: -0.3802 -2.9232 -4.4938
C: -1.7406 -3.1979 -4.4395
C: -2.3896 -3.2464 -3.2131
C: -1.6768 -3.0208 -2.0447
H: 2.7991 -2.7416 -1.2630
H: 3.9441 -1.5493 -2.9603
H: 4.4220 -0.6535 -5.1990
H: 3.7495 1.6551 -5.7846
H: 2.5989 3.0678 -4.1079
H: 2.0522 2.1489 -1.8881
H: 4.0829 -2.5723 0.6913
H: 6.3669 -2.5992 1.6151
H: 7.7249 -0.5353 1.6321
H: 6.7908 1.5647 0.7143
H: 4.5192 1.5834 -0.2566
H: 1.7194 -4.8799 -1.6722
H: 1.9246 -7.1865 -0.8436
H: 0.9684 -7.8101 1.3506
H: -0.1656 -6.1059 2.7351
H: -0.3236 -3.7676 1.9329
H: 1.3880 -2.4513 -3.3729
H: 0.1242 -2.8709 -5.4512
H: -2.2968 -3.3634 -5.3541
H: -3.4540 -3.4430 -3.1682
H: -2.1868 -3.0411 -1.0850
C: 2.9430 3.7244 2.7058
S: 1.8967 2.3291 2.4394
O: 2.7102 1.1607 2.2909
O: 0.8272 2.3500 3.3830
O: 1.3521 2.8152 1.0132
H: 3.2273 3.6997 3.7566
H: 2.3791 4.6246 2.4745
H: 3.8153 3.6232 2.0625
S: -0.4514 3.2063 -0.7247
C: 0.3934 2.1602 0.1818

Cartesian forces (eV/Å) of the 6 atoms listed first:
Tc 0.3 0.3 0.3
C 0.1 0.0 0.0
C -0.1 0.0 0.0
O 0.1 -0.1 0.1
C 0.0 0.0 -0.1
C 0.0 0.0 0.3